(1)
The following is a DFT calculation (ωB97M-V with the def2-TZVPD basis set) of a 6-piece molecular cluster, C48H36N4O4 overall in a non-equilibrium geometry.

Summary:
**SMILES**: O=C1c2ccccc2C(=O)c2ccccc21.O=C1c2ccccc2C(=O)c2ccccc21.c1ccncc1.c1ccncc1.c1ccncc1.c1ccncc1
**F_max**: 3.6 eV Å⁻¹
**Kohn-Sham gap**: 7.987 eV
**HOMO level**: -9.430 eV

Last column: Mulliken charge in e.
Cartesian coordinates (Å):
O: 4.444 0.141 -5.937  -0.673
C: 5.015 1.012 -5.248  0.516
C: 5.850 2.031 -5.893  0.258
C: 6.162 1.895 -7.240  -0.566
C: 7.117 2.668 -7.848  -0.386
C: 7.782 3.704 -7.154  -0.601
C: 7.496 3.823 -5.802  -0.277
C: 6.588 2.990 -5.135  0.290
C: 6.372 3.208 -3.691  0.376
O: 6.873 4.148 -3.110  -0.631
C: 5.492 2.152 -3.027  0.347
C: 5.383 2.183 -1.645  -0.434
C: 4.635 1.238 -0.959  -0.548
C: 3.995 0.283 -1.730  -0.551
C: 4.170 0.226 -3.096  -0.702
C: 4.931 1.118 -3.787  0.090
H: 5.722 1.116 -7.843  0.437
H: 7.428 2.520 -8.880  0.366
H: 8.441 4.439 -7.648  0.374
H: 8.034 4.582 -5.215  0.381
H: 5.913 2.979 -1.124  0.449
H: 4.650 1.201 0.138  0.531
H: 3.390 -0.468 -1.227  0.511
H: 3.648 -0.576 -3.619  0.441
O: -3.605 -4.983 4.155  -0.694
C: -3.235 -5.374 3.027  0.506
C: -2.345 -4.524 2.212  0.375
C: -1.763 -3.396 2.764  -0.347
C: -1.011 -2.517 2.006  -0.907
C: -0.949 -2.677 0.601  -0.282
C: -1.491 -3.914 0.034  -0.762
C: -2.164 -4.776 0.840  0.310
C: -2.482 -6.077 0.247  0.359
O: -2.205 -6.361 -0.932  -0.688
C: -3.228 -6.980 1.123  0.177
C: -3.625 -8.212 0.632  -0.490
C: -4.418 -9.094 1.310  -0.649
C: -4.878 -8.732 2.580  -0.434
C: -4.481 -7.505 3.128  -0.548
C: -3.644 -6.627 2.415  0.327
H: -1.942 -3.174 3.825  0.484
H: -0.451 -1.664 2.335  0.642
H: -0.280 -2.086 -0.041  0.475
H: -1.341 -4.235 -0.971  0.560
H: -3.360 -8.424 -0.379  0.479
H: -4.576 -10.107 0.933  0.371
H: -5.605 -9.271 3.150  0.408
H: -4.836 -7.182 4.138  0.379
C: -3.479 4.803 0.080  -0.263
C: -3.576 3.824 -0.871  -0.155
C: -4.787 3.135 -0.978  -0.258
N: -5.839 3.284 -0.160  -0.600
C: -5.737 4.332 0.673  -0.243
C: -4.597 5.099 0.851  -0.404
H: -2.508 5.304 0.237  0.371
H: -2.789 3.521 -1.560  0.375
H: -4.811 2.417 -1.760  0.425
H: -6.696 4.558 1.206  0.338
H: -4.531 5.852 1.612  0.417
C: -2.447 0.777 3.321  0.101
C: -2.716 2.170 3.449  -0.252
C: -3.860 2.543 4.152  -0.433
N: -4.683 1.611 4.673  -0.610
C: -4.377 0.318 4.623  -0.365
C: -3.287 -0.176 3.895  -0.135
H: -1.549 0.529 2.738  0.284
H: -1.998 2.876 2.909  0.316
H: -4.055 3.584 4.231  0.424
H: -5.108 -0.331 5.134  0.372
H: -3.139 -1.255 3.769  0.222
C: -0.152 0.486 -1.594  -0.509
C: -0.866 0.804 -0.408  -0.064
C: -2.177 0.334 -0.237  -0.530
N: -2.786 -0.499 -1.121  -0.544
C: -2.105 -0.779 -2.249  -0.365
C: -0.820 -0.219 -2.612  -0.453
H: 0.833 0.787 -1.805  0.665
H: -0.333 1.380 0.361  0.377
H: -2.735 0.659 0.618  0.632
H: -2.502 -1.408 -3.015  0.417
H: -0.417 -0.529 -3.587  0.389
C: 3.575 3.125 4.277  -0.087
C: 2.613 2.528 5.044  -0.759
C: 1.493 2.027 4.323  -0.047
N: 1.351 2.068 3.015  -0.178
C: 2.294 2.732 2.308  -0.186
C: 3.380 3.307 2.890  -0.741
H: 4.509 3.491 4.765  0.314
H: 2.791 2.443 6.098  0.397
H: 0.659 1.547 4.829  0.376
H: 2.165 2.671 1.260  0.520
H: 4.182 3.546 2.206  0.404

***

(2)
The following is a DFT calculation (ωB97M-V with the def2-TZVPD basis set) of C23H50AsFIrNO4Si3 as an isolated structure.

Summary:
**Relative energy (zero: lowest compared OMol25 entry of this formula, charge and spin)**: 20.1 kJ/mol
**⟨S²⟩**: 0.768
**Spin multiplicity**: 2
**F_max**: 0.5 eV Å⁻¹
**Kohn-Sham gap (alpha / beta)**: 7.481 / 7.180 eV
**HOMO level (alpha / beta)**: -17.712 / -17.731 eV
**Charge**: +3

Last column: Mulliken charge in e.
Cartesian coordinates (Å):
Ir: -1.041 -0.324 0.859  2.573
C: -2.816 1.171 2.839  -0.532
C: -3.783 0.788 1.752  -0.784
O: -3.425 -0.484 1.193  -0.595
C: -3.895 -1.637 1.927  -0.545
C: -2.750 -2.607 2.054  -0.744
O: -1.606 -1.825 2.487  -0.653
C: -0.492 -2.643 2.877  -0.724
C: 0.542 -1.678 3.384  -0.604
O: 0.651 -0.616 2.396  -0.464
C: 0.824 0.709 2.944  -0.412
C: -0.491 1.242 3.434  -1.024
O: -1.435 1.164 2.324  -0.576
H: -2.851 0.451 3.659  0.415
H: -3.014 2.171 3.224  0.550
H: -3.781 1.502 0.931  0.106
H: -4.795 0.757 2.159  0.600
H: -4.717 -2.092 1.374  0.430
H: -4.262 -1.324 2.905  0.429
H: -2.503 -3.094 1.111  0.238
H: -2.968 -3.357 2.815  0.549
H: -0.155 -3.205 2.007  0.076
H: -0.797 -3.334 3.664  0.569
H: 1.516 -2.155 3.490  0.533
H: 0.250 -1.252 4.343  0.473
H: 1.196 1.314 2.119  -0.632
H: 1.573 0.695 3.737  0.641
H: -0.412 2.282 3.753  0.630
H: -0.889 0.647 4.258  0.351
C: -0.404 0.300 -3.772  -0.866
Si: 0.816 -0.875 -3.017  0.066
C: 0.300 -2.653 -3.047  -0.942
C: 2.418 -0.634 -3.922  -1.087
As: 1.228 -0.249 -0.599  0.601
Si: 2.792 -1.990 0.231  0.720
C: 3.962 -2.159 -1.202  -1.195
C: 3.753 -1.427 1.725  -1.239
C: 1.901 -3.606 0.484  -1.349
Si: 2.512 1.886 -0.505  0.395
C: 3.697 1.881 0.928  -1.101
C: 1.373 3.355 -0.435  -1.029
C: 3.458 1.915 -2.101  -1.202
H: -0.294 0.223 -4.857  0.557
H: -0.204 1.340 -3.502  0.298
H: -1.434 0.060 -3.544  0.207
H: 0.174 -2.933 -4.098  0.511
H: -0.636 -2.840 -2.528  0.207
H: 1.072 -3.306 -2.637  0.265
H: 2.146 -0.905 -4.951  0.422
H: 3.234 -1.287 -3.634  0.370
H: 2.769 0.393 -3.958  0.374
H: 4.344 -1.232 -1.625  0.316
H: 3.561 -2.788 -1.994  0.341
H: 4.821 -2.692 -0.776  0.478
H: 4.629 -0.855 1.423  0.493
H: 4.125 -2.321 2.235  0.512
H: 3.198 -0.832 2.445  0.089
H: 0.949 -3.678 -0.042  0.309
H: 1.757 -3.848 1.536  0.518
H: 2.557 -4.384 0.082  0.534
H: 3.264 1.658 1.901  0.340
H: 4.118 2.890 0.990  0.494
H: 4.532 1.200 0.764  0.320
H: 0.998 3.549 0.573  0.355
H: 0.539 3.286 -1.132  0.242
H: 1.964 4.230 -0.723  0.528
H: 4.025 1.017 -2.334  0.383
H: 4.182 2.730 -1.982  0.475
H: 2.821 2.175 -2.947  0.325
C: -4.283 3.486 -2.915  -1.473
C: -3.418 2.588 -2.097  0.727
C: -3.499 1.200 -2.182  -0.977
C: -2.677 0.403 -1.415  -0.561
N: -1.801 0.927 -0.539  1.635
C: -1.713 2.270 -0.427  -0.703
C: -2.482 3.109 -1.193  -1.231
H: -4.873 2.932 -3.640  0.416
H: -3.676 4.224 -3.441  0.397
H: -4.965 4.040 -2.266  0.337
H: -4.197 0.727 -2.861  0.518
H: -2.719 -0.677 -1.463  0.511
H: -1.017 2.648 0.304  0.805
H: -2.362 4.178 -1.076  0.539
F: -1.011 -1.915 -0.265  -0.848

***

(3)
The following is a DFT calculation (ωB97M-V with the def2-TZVPD basis set) of an isolated molecule of C11H15N3 in a non-equilibrium geometry.

Summary:
**Relative energy (zero: lowest compared OMol25 entry of this formula, charge and spin)**: 120.7 kJ/mol
**SMILES**: c1cncc(N2C[C@@H]3CC[C@H]2CN3)c1
**F_max**: 3.7 eV Å⁻¹
**Kohn-Sham gap**: 8.583 eV
**HOMO level**: -7.813 eV

Last column: Mulliken charge in e.
Cartesian coordinates (Å):
C: 3.466 -1.075 -0.004  -0.412
C: 4.222 0.056 0.035  -0.365
N: 3.647 1.260 0.038  -0.596
C: 2.310 1.292 -0.166  -0.289
C: 1.468 0.140 -0.255  1.166
N: 0.076 0.272 -0.478  0.147
C: -0.646 1.528 -0.120  -0.842
C: -2.123 1.115 0.303  -0.268
C: -2.094 0.151 1.463  -0.766
C: -1.394 -1.165 1.002  -0.694
C: -0.714 -0.856 -0.431  -0.278
C: -1.988 -0.731 -1.287  -0.968
N: -2.848 0.367 -0.784  -0.441
C: 2.108 -1.077 -0.105  -0.629
H: 3.960 -2.032 0.196  0.335
H: 5.322 0.034 0.096  0.344
H: 1.875 2.344 -0.200  0.308
H: -0.768 2.180 -0.971  0.275
H: -0.082 2.062 0.666  0.544
H: -2.639 2.101 0.472  0.380
H: -1.532 0.557 2.336  0.345
H: -3.106 -0.095 1.754  0.380
H: -0.553 -1.421 1.731  0.246
H: -2.036 -2.034 0.805  0.417
H: -0.129 -1.714 -0.659  0.367
H: -2.542 -1.614 -1.080  0.453
H: -1.778 -0.597 -2.396  0.284
H: -3.086 0.982 -1.610  0.326
H: 1.605 -2.028 -0.353  0.232

***

(4)
The following is a DFT calculation (ωB97M-V with the def2-TZVPD basis set) of C14H24O2P2Tc as an isolated structure in a non-equilibrium geometry.

Summary:
**Relative energy (zero: lowest compared OMol25 entry of this formula, charge and spin)**: 173.8 kJ/mol
**⟨S²⟩**: 1.185
**Spin multiplicity**: 2
**F_max**: 3.4 eV Å⁻¹
**Kohn-Sham gap (alpha / beta)**: 6.207 / 6.951 eV
**HOMO level (alpha / beta)**: -15.298 / -15.665 eV
**Charge**: +2

Last column: Mulliken charge in e.
Cartesian coordinates (Å):
Tc: 0.357 0.319 0.736  -0.212
C: -1.233 -2.101 -1.647  -1.345
P: -0.546 -1.790 0.005  0.845
C: -1.685 -2.677 1.098  -1.306
C: 1.033 -2.734 0.038  -0.734
C: 2.064 -2.134 -0.931  -1.142
P: 2.006 -0.277 -0.990  0.978
C: 1.783 0.142 -2.747  -1.273
C: 3.712 0.273 -0.667  -1.295
H: -1.417 -3.173 -1.728  0.427
H: -0.558 -1.787 -2.440  0.372
H: -2.180 -1.575 -1.764  0.420
H: -1.582 -3.747 0.915  0.463
H: -2.710 -2.379 0.876  0.394
H: -1.482 -2.466 2.146  0.359
H: 0.824 -3.778 -0.207  0.534
H: 1.406 -2.722 1.067  0.340
H: 1.898 -2.513 -1.940  0.412
H: 3.070 -2.441 -0.641  0.503
H: 2.446 -0.483 -3.346  0.479
H: 2.050 1.189 -2.899  0.432
H: 0.753 0.008 -3.074  0.333
H: 4.386 -0.203 -1.381  0.446
H: 4.023 0.020 0.346  0.398
H: 3.769 1.354 -0.796  0.405
C: -2.074 3.933 -1.215  -0.411
C: -0.791 4.075 -0.690  -0.709
C: -0.112 2.960 -0.237  -0.289
C: -0.714 1.693 -0.318  0.707
C: -1.995 1.554 -0.864  -0.172
C: -2.671 2.676 -1.305  -0.618
H: -2.608 4.811 -1.553  0.430
H: -0.329 5.050 -0.626  0.431
H: 0.888 3.079 0.174  0.447
H: -2.458 0.578 -0.940  0.280
H: -3.665 2.579 -1.720  0.445
C: -1.157 0.287 4.869  -0.663
O: -1.245 -0.106 3.454  -0.297
C: -0.403 0.340 2.618  0.770
O: 0.593 1.064 2.737  -0.515
H: -2.164 0.190 5.257  0.266
H: -0.799 1.309 4.955  0.343
H: -0.483 -0.398 5.376  0.321

***

(5)
The following is a DFT calculation (ωB97M-V with the def2-TZVPD basis set) of a 2-piece molecular cluster, C9H7BrN2O overall in a non-equilibrium geometry.

Summary:
**Relative energy (zero: lowest compared OMol25 entry of this formula, charge and spin)**: 54.8 kJ/mol
**F_max**: 2.5 eV Å⁻¹
**Kohn-Sham gap (alpha / beta)**: 8.556 / 5.272 eV
**HOMO level (alpha / beta)**: -8.733 / -7.580 eV

Last column: Mulliken charge in e.
Cartesian coordinates (Å):
C: -2.325 -1.366 -0.674  -0.491
C: -1.377 -2.379 -0.497  -0.482
C: -2.020 -0.041 -0.430  -0.573
C: -0.090 -2.106 -0.081  -0.497
C: -0.729 0.268 -0.021  1.350
C: 0.237 -0.773 0.148  -0.315
C: 0.001 1.458 0.294  0.361
C: 4.021 -0.644 0.456  0.401
C: -0.479 2.856 0.306  -1.144
N: 1.237 1.102 0.629  -0.557
N: 1.363 -0.185 0.603  -0.191
O: 4.606 -1.503 0.972  -0.333
Br: 4.490 0.873 -0.473  -0.058
H: -3.318 -1.635 -1.001  0.379
H: -1.669 -3.403 -0.689  0.364
H: -2.769 0.734 -0.528  0.383
H: 0.643 -2.886 0.049  0.457
H: -1.132 3.029 1.166  0.271
H: 0.363 3.540 0.366  0.345
H: -1.054 3.062 -0.596  0.329

***

(6)
The following is a DFT calculation (ωB97M-V with the def2-TZVPD basis set) of C6H14FO3Rh as an isolated structure in a non-equilibrium geometry.

Summary:
**⟨S²⟩**: 8.764
**Spin multiplicity**: 6
**F_max**: 6.0 eV Å⁻¹
**Kohn-Sham gap (alpha / beta)**: 7.856 / 7.170 eV
**HOMO level (alpha / beta)**: -10.533 / -14.678 eV
**Charge**: +1

Last column: Mulliken charge in e.
Cartesian coordinates (Å):
F: -1.597 -2.486 -2.479  -0.474
C: -2.638 1.300 0.264  -0.668
O: -1.527 0.651 -0.339  -0.202
C: -1.837 -0.062 -1.539  -0.399
C: -0.744 -1.070 -1.801  0.178
O: 1.057 -0.116 -1.265  -0.444
C: 1.954 -0.939 -0.577  -0.190
C: 2.394 -0.318 0.737  -0.450
O: 1.240 0.311 1.290  -0.237
C: 1.350 0.698 2.647  -0.673
Rh: 0.390 1.452 -0.243  0.372
H: -2.240 2.009 0.998  0.216
H: -3.227 1.838 -0.494  0.368
H: -3.268 0.554 0.766  0.284
H: -1.903 0.644 -2.382  0.287
H: -2.803 -0.578 -1.414  0.384
H: -0.332 -0.854 -2.798  0.243
H: -0.622 -1.664 -0.883  0.156
H: 2.845 -1.199 -1.175  0.374
H: 1.441 -1.887 -0.321  0.324
H: 3.199 0.423 0.599  0.323
H: 2.766 -1.090 1.429  0.383
H: 0.433 1.241 2.902  0.240
H: 1.437 -0.196 3.280  0.276
H: 2.233 1.337 2.798  0.331